(1)
Below is a structure of composition C20H11BCl72NO3P2, with properties calculated with ωB97M-V/def2-TZVPD.

orbital gap = 7.9 eV
net charge = +1
maximum force = 0.1056 Eh/bohr
total energy = -34889.991663 hartree
E_HOMO = -11.9 eV

Structure (XYZ):
```
110
C20H11BCl72NO3P2 (ωB97M-V/def2-TZVPD)
C 1.709 -1.235 -0.735
C 2.099 -2.847 -0.572
O 1.489 -3.706 -1.598
B 0.051 -3.935 -1.360
O -0.748 -4.680 -2.396
P -0.955 -3.316 0.167
P -2.311 -1.748 -0.638
N -3.950 -2.443 -0.525
O -1.975 -1.579 -2.344
H 0.902 -1.055 -1.573
H 1.170 -0.938 0.288
H 2.669 -0.576 -0.857
H 3.276 -2.891 -0.765
H 1.950 -3.238 0.531
H -0.501 -5.651 -2.396
H -0.089 -2.670 1.163
H -1.737 -4.401 0.775
H -4.313 -2.127 0.415
H -4.518 -1.936 -1.252
H -1.196 -0.960 -2.516
C -3.818 -4.866 3.522
Cl -2.594 -6.138 3.281
Cl -5.443 -5.549 3.264
Cl -3.697 -4.231 5.182
Cl -3.538 -3.545 2.359
C 0.057 -9.451 4.456
Cl -0.840 -8.006 3.924
Cl -1.088 -10.782 4.760
Cl 1.208 -9.936 3.186
Cl 0.946 -9.080 5.954
C -6.543 -4.101 8.606
Cl -5.954 -5.351 9.731
Cl -5.526 -2.646 8.749
Cl -6.465 -4.719 6.937
Cl -8.230 -3.689 9.008
C -6.630 -9.373 9.849
Cl -6.752 -7.958 8.772
Cl -5.311 -9.117 11.019
Cl -8.167 -9.588 10.724
Cl -6.289 -10.829 8.880
C -4.830 -9.110 5.461
Cl -4.240 -10.360 6.586
Cl -3.812 -7.655 5.604
Cl -4.751 -9.728 3.792
Cl -6.516 -8.698 5.863
C -7.230 0.890 6.928
Cl -8.228 1.688 5.687
Cl -7.835 1.322 8.547
Cl -7.317 -0.877 6.714
Cl -5.538 1.425 6.764
C -0.630 2.270 -1.232
Cl 0.472 1.582 -2.453
Cl -1.549 0.956 -0.455
Cl 0.318 3.141 -0.001
Cl -1.759 3.399 -2.021
C -5.430 5.679 7.413
Cl -6.326 7.124 6.881
Cl -6.575 4.348 7.717
Cl -4.278 5.193 6.143
Cl -4.540 6.050 8.911
C 5.370 1.004 -0.412
Cl 5.652 0.173 -1.963
Cl 5.324 -0.196 0.905
Cl 6.689 2.164 -0.112
Cl 3.817 1.874 -0.477
C -3.330 3.081 -6.158
Cl -2.086 3.670 -7.290
Cl -4.723 2.460 -7.078
Cl -2.649 1.774 -5.156
Cl -3.860 4.419 -5.108
C -7.530 5.373 -7.958
Cl -6.416 5.076 -6.600
Cl -6.753 4.877 -9.483
Cl -9.023 4.432 -7.718
Cl -7.927 7.109 -8.031
C 9.077 3.640 -2.812
Cl 9.580 1.934 -2.700
Cl 9.148 4.388 -1.196
Cl 10.169 4.510 -3.918
Cl 7.409 3.727 -3.433
C 12.677 3.846 -6.843
Cl 11.780 5.291 -7.375
Cl 11.532 2.515 -6.539
Cl 13.828 3.361 -8.113
Cl 13.567 4.217 -5.345
C -3.523 -8.701 14.598
Cl -4.338 -7.350 13.770
Cl -1.768 -8.602 14.310
Cl -3.844 -8.605 16.348
Cl -4.143 -10.247 13.965
C -2.623 7.816 -7.318
Cl -1.509 7.518 -5.960
Cl -1.847 7.319 -8.843
Cl -4.117 6.874 -7.078
Cl -3.020 9.551 -7.392
C 15.077 5.684 -1.429
Cl 13.921 6.775 -0.625
Cl 15.422 4.297 -0.366
Cl 14.376 5.100 -2.959
Cl 16.588 6.565 -1.766
C 13.577 7.004 -11.089
Cl 12.421 8.095 -10.285
Cl 13.922 5.617 -10.026
Cl 12.876 6.420 -12.619
Cl 15.088 7.885 -11.426
C -2.323 9.704 -12.346
Cl -3.138 11.055 -13.174
Cl -0.568 9.803 -12.635
Cl -2.644 9.800 -10.596
Cl -2.943 8.158 -12.979
```

Atom charges from the Löwdin analysis, given in e for atoms 1 to 4: C -0.099; C -0.246; O -0.030; B -0.578


(2)
Below is a structure of composition C3H3FeO4, with properties calculated with ωB97M-V/def2-TZVPD.

orbital gap (alpha / beta) = 11.3 / 8.6 eV
multiplicity = 6
net charge = +2
maximum force = 0.1209 Eh/bohr
total energy = -1679.984870 hartree
energy relative to the best compared isomer or geometry (same formula, charge and spin) = 13.54 kcal/mol
E_HOMO (alpha / beta) = -21.4 / -21.4 eV

Structure (XYZ):
```
11
C3H3FeO4 (ωB97M-V/def2-TZVPD)
C -0.539 1.264 1.937
C 0.236 -0.014 2.148
O 0.189 -0.833 1.063
O -1.057 1.466 0.850
H -0.499 2.043 2.713
H 1.305 0.205 2.370
Fe -1.420 -0.088 -0.300
O 1.630 -1.899 -2.310
O -0.305 -0.815 -1.723
C 0.724 -1.402 -1.772
H -0.080 -0.554 3.070
```

Atom charges from the Löwdin analysis, given in e for atoms 1 to 4: C -0.045; C -0.157; O 0.048; O 0.020


(3)
Below is a cluster of 2 separate species, C9H13N3O in total, with properties calculated with ωB97M-V/def2-TZVPD.

orbital gap (alpha / beta) = 7.5 / 6.9 eV
multiplicity = 3
net charge = 0
maximum force = 0.0663 Eh/bohr
total energy = -589.928412 hartree
energy relative to the best compared isomer or geometry (same formula, charge and spin) = 9.44 kcal/mol
E_HOMO (alpha / beta) = -7.0 / -8.3 eV

Structure (XYZ):
```
26
C9H13N3O (ωB97M-V/def2-TZVPD)
C -0.803 0.604 -1.793
C 0.736 2.038 -1.649
C -2.641 -1.330 -2.490
C -1.827 -1.821 -1.309
C -1.557 -0.593 -1.664
C 0.686 -0.724 1.464
C 2.061 2.669 -1.268
C 0.686 -2.148 1.889
C 0.243 0.150 3.677
N -1.026 1.475 -2.761
N -0.053 2.416 -2.692
N 0.374 0.819 -1.115
O 0.430 0.218 2.285
H -3.743 -1.201 -2.274
H -2.447 -1.661 -3.481
H -1.578 -2.832 -0.852
H 3.063 2.005 -1.386
H 2.228 3.567 -1.991
H 2.095 3.030 -0.195
H 0.646 -2.298 2.968
H -0.169 -2.660 1.372
H 1.593 -2.529 1.408
H -0.527 0.987 3.894
H 1.105 0.311 4.316
H -0.307 -0.823 3.854
H 0.732 0.332 -0.204
```

Atom charges from the Löwdin analysis, given in e for atoms 1 to 4: C -0.335; C -0.381; C -0.101; C -0.025